{"formula": "C3HF3O", "method": "the ωB97M-V functional and the def2-TZVPD basis", "species": ["F", "F", "O", "C", "H", "F", "C", "C"], "xyz": [[-2.002, -1.632, -0.332], [1.701, -1.140, -0.408], [1.022, 0.859, 0.312], [1.468, 0.146, -0.463], [-0.999, 1.370, 1.158], [2.040, 0.662, -1.522], [-1.826, -0.673, 0.444], [-1.404, 0.407, 0.811]], "mulliken_charge": [-0.02, -0.13, -0.32, 0.60, 0.41, -0.18, -0.44, 0.08], "spin_multiplicity": 3, "e_tot_ev": -13318.9555, "de_lowest_kcal_mol": 85.7, "total_charge": 0, "fmax_ha_per_bohr": 0.1786, "orbital_gap_ev": [6.21, 7.96]}

---

{"formula": "C3HF3O3S", "method": "the ωB97M-V functional and the def2-TZVPD basis", "species": ["F", "O", "S", "H", "C", "C", "O", "C", "F", "O", "F"], "xyz": [[2.577, -0.350, 0.854], [1.519, 1.687, -1.259], [0.811, 0.458, -1.181], [-2.547, 0.896, -0.091], [-1.749, 0.241, -0.253], [-1.584, -1.003, -0.477], [-0.669, 1.026, -0.556], [1.262, -0.216, 0.734], [0.660, -1.377, 1.030], [-1.112, -2.078, -0.423], [0.831, 0.717, 1.622]], "mulliken_charge": [-0.20, -0.46, 0.56, 0.37, -0.40, 0.61, -0.30, 0.63, -0.20, -0.39, -0.23], "spin_multiplicity": 1, "e_tot_ev": -28253.3753, "de_lowest_kcal_mol": 64.5, "total_charge": 0, "fmax_ha_per_bohr": 0.0796, "orbital_gap_ev": 8.96}